[1]
This record from the Open Molecules 2025 dataset describes a 6-piece molecular cluster, C5H21N2O5 overall at a distorted geometry. The level of theory is ωB97M-V with the def2-TZVPD basis set.

```
33
Properties=species:S:1:pos:R:3:forces:R:3
C -1.2561 0.7842 0.2134 -1.421 0.554 0.669
C -0.9317 -0.6184 0.6397 -1.188 -1.736 -0.789
C -1.0357 -1.6882 -0.4405 1.048 -0.032 -0.292
C -0.0570 -2.5738 -0.6557 -0.767 -0.654 0.492
C -3.0792 -2.3962 -1.4348 -0.324 -0.126 0.373
N -2.1264 -1.5943 -1.2926 0.049 0.933 -0.551
N -0.0979 1.5158 -0.3486 0.840 -0.217 1.307
H -2.1401 0.9182 -0.4073 0.470 -0.742 -0.814
H -1.6766 1.2979 1.0845 1.017 0.366 0.230
H -1.7394 -0.9759 1.2915 0.238 0.587 0.540
H 0.0241 -0.7559 1.1367 -0.033 0.378 0.239
H 0.7277 -2.7388 0.0695 0.289 0.431 -0.193
H -0.2157 -3.3608 -1.3797 0.149 0.026 -0.177
H -3.2704 -3.2768 -0.8136 0.302 -0.073 -0.003
H -3.8226 -2.1611 -2.1900 -0.063 -0.106 -0.069
H -0.2711 2.0939 -1.1702 -0.142 -0.055 -0.016
H 0.3430 1.9979 0.4363 -0.199 0.760 -0.187
H 0.7191 0.9362 -0.5784 -0.379 -0.281 -0.607
H 0.9773 1.7679 3.5724 -0.209 0.854 -0.418
H 1.4919 0.5698 2.9994 -0.249 -0.011 -0.882
O 1.1761 1.4470 2.6790 0.265 -0.707 1.143
H 0.8580 -1.8395 3.9269 -0.302 0.495 0.218
H 1.9609 -1.8414 2.9612 0.231 0.394 -0.171
O 1.3315 -1.2201 3.3544 0.221 -1.077 -0.027
H 3.3046 1.1981 0.1064 0.051 -0.009 0.215
H 2.3714 1.7979 1.2322 0.499 -0.128 0.298
O 2.6335 1.8562 0.3019 -0.269 0.132 0.642
H -1.8391 0.6581 -3.0794 -0.064 0.190 0.180
H -0.4134 0.2369 -3.1230 0.231 0.177 0.071
O -0.9637 0.9667 -2.8116 -0.180 -0.328 -0.409
H 2.7487 1.9771 -2.6449 -0.238 -0.160 -0.238
H 2.2575 2.9224 -1.5991 -0.061 -0.123 0.246
O 2.0107 2.0992 -2.0360 0.191 0.289 -1.021
```
Positions in Å, forces in eV/Å.

The LUMO energy is -2.56 eV. As for the total charge: +1.

Calculated atomic charges, method Löwdin, unit e: -0.165 -0.126 -0.393 0.065 0.015 0.014 0.163 0.121 0.131 0.138 0.095 0.055 0.064 0.094 0.078 0.131 0.124 0.127 0.076 0.024 -0.068 0.076 0.070 -0.043 0.066 0.011 -0.070 0.057 0.061 -0.046 0.065 0.053 -0.064

[2]
This record from the Open Molecules 2025 dataset describes a 6-piece molecular cluster, C5H21NO5 overall at a distorted geometry. The level of theory is ωB97M-V with the def2-TZVPD basis set.

```
32
Properties=species:S:1:pos:R:3:forces:R:3
C -1.8116 1.6141 1.5401 -1.758 1.425 1.317
N -2.1932 0.2295 1.8165 -2.098 -0.446 -0.667
C -1.0296 -0.5281 2.0378 3.350 0.400 -0.444
C -0.5654 -0.8643 0.5936 3.185 0.177 -1.774
C -1.6878 -0.5233 -0.4526 -0.142 1.437 3.555
C -2.8371 -0.4837 0.6207 1.555 1.059 -0.573
H -0.8444 1.8579 1.9529 0.286 -0.163 0.305
H -2.5521 2.2788 2.1081 0.910 -0.577 -1.086
H -1.7386 1.9505 0.5055 -0.441 -0.296 -0.251
H -0.2529 0.0982 2.5969 -0.908 -0.565 -0.943
H -0.9691 -1.4210 2.6436 -1.396 -0.493 0.242
H -0.4470 -1.9909 0.4593 0.498 1.326 0.406
H 0.4432 -0.2626 0.3761 -2.054 -1.868 0.254
H -1.6718 -1.2264 -1.2177 -0.703 -1.301 -1.022
H -1.7188 0.4447 -0.9273 0.789 0.530 -0.095
H -3.6932 0.0668 0.2421 -0.405 -0.368 0.407
H -2.9445 -1.5329 0.8533 -1.010 -0.067 0.613
O 1.0708 1.8726 -0.6494 1.470 -1.082 -1.055
H 0.1878 2.1218 -0.5873 -2.472 1.425 0.980
H 0.9202 1.2172 -1.3776 1.180 -0.075 0.568
O 1.5268 0.2700 -2.6852 0.767 -3.518 0.794
H 1.8507 1.0258 -3.0749 0.824 2.967 -1.739
H 2.3921 -0.2096 -2.4968 -1.816 0.528 0.359
O 3.7726 1.4821 0.7949 0.106 -0.392 1.177
H 3.2199 1.7526 0.0598 -0.667 0.332 -0.008
H 3.2132 1.5024 1.6062 0.427 0.140 -1.126
O 2.7111 -0.7479 -0.4778 4.987 -1.138 1.912
H 3.3652 -1.5501 -0.5323 -2.150 1.623 -0.176
H 3.3939 -0.1972 0.1433 -2.527 -0.802 -1.750
O -0.7566 -2.8758 -2.2023 -0.532 -0.328 1.628
H -0.1134 -2.7287 -2.8554 1.149 0.251 -1.850
H -0.2403 -2.6425 -1.4141 -0.403 -0.139 0.037
```
Positions in Å, forces in eV/Å.

The SMILES is CN1CCCC1.O.O.O.O.O. The LUMO energy is 0.22 eV.

Calculated atomic charges, method Löwdin, unit e: -0.104 -0.192 -0.257 -0.170 -0.167 -0.124 0.068 0.103 0.062 0.121 0.101 0.108 0.110 0.044 0.079 0.110 0.111 -0.059 -0.019 0.009 -0.049 0.004 0.081 -0.064 0.014 0.080 -0.174 0.095 0.082 -0.035 0.011 0.022

[3]
This record from the Open Molecules 2025 dataset describes a 6-piece molecular cluster, C5H21NO6 overall at a distorted geometry. The level of theory is ωB97M-V with the def2-TZVPD basis set.

```
33
Properties=species:S:1:pos:R:3:forces:R:3
C 2.5337 1.5646 0.0612 0.975 -0.123 0.294
C 1.6756 1.0183 -0.7781 -0.542 -0.173 -0.145
C 0.6459 1.7049 -1.6342 0.768 0.801 0.984
C -0.6106 2.0968 -0.8311 -0.953 0.189 -1.615
N -1.5916 1.0752 -0.4655 0.537 -0.572 0.583
C -1.7145 0.8083 0.9520 0.014 -0.018 -0.494
O -0.4788 0.7129 1.6431 0.209 0.231 0.419
H 3.1624 0.9625 0.7116 -0.165 -0.234 -0.144
H 2.7903 2.6102 0.1567 -0.543 0.309 -0.244
H 1.5912 -0.0636 -0.7930 0.014 0.038 0.253
H 0.5165 1.1502 -2.5641 -0.542 0.022 0.104
H 0.9918 2.7152 -1.8840 0.419 -0.253 -0.331
H -1.1350 2.7734 -1.5070 -0.153 0.219 -0.125
H -0.3099 2.7392 -0.0180 0.130 -0.279 0.633
H -1.3811 0.2149 -0.9507 0.056 -0.083 -0.123
H -2.2636 1.6379 1.3840 0.143 0.153 0.371
H -2.2921 -0.1010 1.1042 -0.149 0.124 -0.162
H 0.0302 -0.0498 1.3385 -0.250 -0.138 -0.195
O -0.0603 -2.1367 0.5730 -0.011 0.007 -0.235
H 0.3287 -2.9367 0.9397 -0.062 0.016 0.106
H -0.2076 -2.3328 -0.3753 0.123 0.155 0.002
O -3.0928 -2.2424 0.8289 -0.949 0.128 -1.065
H -2.1911 -2.0193 0.5692 0.145 -0.486 1.049
H -3.2181 -2.5414 1.7290 0.803 0.083 0.109
O 2.1766 -2.3310 -2.0231 0.381 -0.050 0.285
H 1.8736 -1.6966 -1.3635 -0.156 0.020 -0.089
H 3.0632 -2.5443 -1.7109 -0.002 -0.169 -0.256
O -0.3899 -2.0682 -2.1735 -0.215 0.941 1.960
H 0.3038 -2.5428 -2.6247 -0.274 -0.301 -0.987
H -1.2757 -1.9255 -2.4993 0.233 -0.627 -0.975
O 0.3432 1.0246 4.3660 -0.263 0.301 -0.305
H -0.0440 0.7362 3.5163 0.159 0.154 0.228
H 0.2299 1.9867 4.3227 0.118 -0.384 0.110
```
Positions in Å, forces in eV/Å.

The SMILES is C=CCCNCO.O.O.O.O.O. The LUMO energy is 0.13 eV.

Calculated atomic charges, method Löwdin, unit e: 0.013 -0.192 -0.177 -0.223 -0.025 -0.268 -0.083 0.057 0.061 0.057 0.109 0.111 0.101 0.117 0.083 0.123 0.092 0.061 -0.057 0.066 0.008 -0.064 -0.014 0.042 -0.052 -0.001 0.063 -0.048 0.035 0.068 -0.089 -0.006 0.032

[4]
This record from the Open Molecules 2025 dataset describes a 6-piece molecular cluster, C5H21NO6S overall at a distorted geometry. The level of theory is ωB97M-V with the def2-TZVPD basis set.

```
34
Properties=species:S:1:pos:R:3:forces:R:3
C 2.5672 1.4945 0.9779 -0.016 0.353 -0.205
N 1.8357 0.4515 0.2654 -0.181 -1.575 -0.474
C 2.6775 -0.6557 -0.3066 0.565 0.706 2.382
C 0.4831 0.4055 0.0281 0.776 3.338 3.059
O -0.1060 -0.4041 -0.5953 -0.329 -2.505 -2.507
C -0.3954 1.4776 0.7081 -1.516 1.095 -0.305
C -0.5917 1.3887 2.2203 1.210 -2.116 1.186
S -1.9875 0.1461 2.3732 1.105 -1.314 1.166
H 3.2779 1.9105 0.2379 -0.002 -0.052 0.665
H 1.9287 2.3525 1.3179 0.454 -1.102 -0.281
H 3.1040 1.0296 1.8386 -0.305 0.570 -0.564
H 2.8621 -0.5404 -1.3060 0.610 1.071 -2.723
H 2.2410 -1.6150 -0.3172 -1.226 -0.971 0.775
H 3.6757 -0.7985 0.1897 -1.086 0.669 -0.057
H -0.0842 2.4470 0.3942 0.804 0.958 -0.010
H -1.4820 1.5169 0.2686 2.113 -0.737 0.451
H -1.1505 2.1463 2.7002 0.193 1.744 -0.132
H 0.3656 1.1910 2.9184 -2.215 0.066 -1.831
H -1.4136 -0.7854 3.2210 -0.452 0.678 -0.607
O -3.4065 0.0731 -1.9305 0.332 -0.024 -1.777
H -2.6891 0.2067 -1.3364 0.859 0.044 1.060
H -4.1959 0.0318 -1.4249 -0.946 -0.128 0.795
O -0.0875 2.1046 -2.5536 -1.527 -3.291 -0.124
H -0.7837 1.4013 -2.8657 2.005 1.654 0.764
H -0.4394 2.8824 -2.9272 -0.487 1.661 -0.677
O -0.6409 -0.8044 -3.2472 -6.575 -3.260 -4.487
H -0.0792 -0.4140 -2.6964 2.825 2.254 4.461
H -1.6415 -0.9435 -2.9709 3.545 0.857 -0.118
O -0.0164 -3.5535 1.8207 0.571 1.080 3.046
H 0.4956 -4.1826 1.3874 1.087 -1.642 -1.217
H -0.8279 -3.4192 1.3612 -0.894 -0.082 -1.074
O -1.4114 -2.3631 0.1971 -4.337 -2.811 0.872
H -1.0736 -2.4589 -0.6443 1.455 0.305 -2.468
H -1.0102 -1.7188 0.6965 1.583 2.507 0.957
```
Positions in Å, forces in eV/Å.

The SMILES is CN(C)C(=O)CCS.O.O.O.O.O. The LUMO energy is 0.46 eV.

Calculated atomic charges, method Löwdin, unit e: -0.057 -0.105 -0.007 -0.484 0.038 -0.229 -0.485 0.721 0.096 0.094 0.099 0.054 0.069 0.109 0.086 0.122 0.015 0.134 -0.109 -0.019 -0.007 0.030 -0.062 0.081 0.006 -0.050 -0.096 0.105 -0.044 -0.004 -0.030 -0.027 0.019 -0.062